No. 1
Below is a 11-piece molecular cluster, C23H50BCl20NO4S overall, with properties calculated with ωB97M-V with the def2-TZVPD basis set.

For the HOMO energy, the calculation gives -9.65 eV. The gap between HOMO and LUMO comes out at 0.366 hartree.

Geometry as ORCA input:
```
! RIJCOSX wB97M-V def2-TZVPD def2/J DEFGRID3
* xyz 0 1
C -1.55450 -1.80409 0.02985
C -1.07480 -0.78440 -1.00836
C -0.93290 0.61517 -0.44033
O -2.18543 1.24278 -0.04987
S -3.25378 1.44726 -1.24426
O -3.16521 2.82387 -1.69862
O -4.51482 1.41985 -0.19937
B -5.20892 0.21359 -0.01836
N -5.18856 -0.81857 -1.01864
O -5.88683 0.06669 1.17295
H -2.64262 -1.76337 0.12741
H -1.09593 -1.60457 1.00426
H -1.27416 -2.81154 -0.28024
H -0.06946 -1.05894 -1.34178
H -1.71417 -0.81125 -1.89259
H -0.37376 0.55708 0.49665
H -0.37432 1.28706 -1.09914
H -5.60974 -0.50348 -1.88717
H -5.74525 -1.61567 -0.72592
H -5.49325 0.61777 1.85514
Cl 0.73764 -4.12813 -1.84797
C 2.44965 -4.05702 -1.33165
C 2.75204 -2.81246 -0.54209
Cl 2.65523 -1.33586 -1.54033
H 3.06762 -4.12676 -2.22292
H 2.63027 -4.93233 -0.70942
H 3.76616 -2.85152 -0.14607
H 2.05107 -2.69181 0.27955
Cl 4.83339 0.50663 0.88136
C 5.93879 -0.05675 2.15674
C 6.63003 -1.33787 1.77120
Cl 5.47317 -2.69964 1.67593
H 5.35530 -0.18101 3.06397
H 6.67724 0.72785 2.31646
H 7.37144 -1.59827 2.52429
H 7.11661 -1.25681 0.80249
Cl 6.97131 3.27842 1.13795
C 5.43770 4.13985 1.43559
C 5.64625 5.58408 1.80481
Cl 6.41321 5.76155 3.40874
H 4.90927 3.60022 2.21799
H 4.85972 4.08052 0.51617
H 4.68286 6.08691 1.85349
H 6.27148 6.09734 1.07905
Cl 1.36325 -0.30211 3.44768
C 0.64299 -1.67569 4.32812
C 1.51510 -2.90305 4.23785
Cl 1.59804 -3.49433 2.55835
H -0.33713 -1.86039 3.89509
H 0.52320 -1.37882 5.36870
H 1.10717 -3.70175 4.85482
H 2.53171 -2.69144 4.55518
Cl 5.76709 -2.56882 -2.55677
C 5.10565 -2.68480 -4.20712
C 5.73230 -3.80355 -4.99843
Cl 7.44769 -3.49043 -5.37090
H 5.25722 -1.72254 -4.68911
H 4.03448 -2.85974 -4.10877
H 5.21298 -3.90813 -5.94943
H 5.68022 -4.74586 -4.45884
Cl -6.52942 -1.65584 -4.34026
C -7.32560 -3.22809 -4.03607
C -7.42412 -3.51636 -2.55785
Cl -5.82542 -3.83468 -1.82841
H -6.76061 -3.99505 -4.55866
H -8.32296 -3.16165 -4.46628
H -8.03196 -4.40260 -2.38509
H -7.87238 -2.67732 -2.02988
Cl 3.63737 6.06268 -1.17092
C 2.09562 6.89693 -0.83494
C 2.30595 8.33304 -0.43030
Cl 3.09706 8.47360 1.16259
H 1.58012 6.33799 -0.05833
H 1.50731 6.85638 -1.74968
H 1.34166 8.83183 -0.35247
H 2.92349 8.86108 -1.15202
Cl 6.03411 2.14798 5.17934
C 4.45114 2.01484 5.98636
C 4.28652 0.69783 6.70294
Cl 4.20830 -0.65530 5.54325
H 3.68385 2.14217 5.22662
H 4.38229 2.83121 6.70335
H 3.35315 0.70075 7.26317
H 5.11117 0.50323 7.38340
Cl -3.19000 0.78462 -7.72702
C -4.21249 0.91873 -6.27111
C -3.39969 0.95322 -5.00289
Cl -2.59744 -0.60645 -4.67782
H -4.90162 0.07779 -6.27517
H -4.77764 1.84467 -6.36277
H -4.05431 1.15861 -4.15732
H -2.63061 1.72006 -5.04081
Cl -10.75630 0.13393 1.08767
C -10.23679 -0.96565 2.39123
C -8.87979 -1.56349 2.12425
Cl -8.90469 -2.69297 0.74349
H -10.99661 -1.73606 2.49447
H -10.19765 -0.37953 3.30779
H -8.55382 -2.13254 2.99320
H -8.13817 -0.80045 1.89959
*
```

Results of the Mulliken charge analysis, in e, for atoms 1 through 8: number 1, C, carries -0.730; number 2, C, carries 0.946; number 3, C, carries -0.788; number 4, O, carries -0.353; number 5, S, carries 0.982; number 6, O, carries -0.684; number 7, O, carries -0.579; number 8, B, carries 0.403

---

No. 2
Below is a 2-piece molecular cluster, C2H2INO2 overall, with properties calculated with ωB97M-V with the def2-TZVPD basis set.

For the HOMO energy, the calculation gives -8.81 eV. The gap between HOMO and LUMO comes out at 0.289 hartree.

Geometry as ORCA input:
```
! RIJCOSX wB97M-V def2-TZVPD def2/J DEFGRID3
* xyz 0 1
C -0.05747 1.40916 0.09927
C -0.66391 -1.60768 0.00855
N 0.50686 0.21678 0.15029
O 0.54051 2.32569 -0.44681
O -0.16852 -2.57036 -0.39095
I 2.49932 0.04453 -0.21710
H -1.04867 1.66859 0.46293
H -1.60811 -1.48670 0.33381
*
```

Atom-resolved charges from Mulliken, all expressed in e: number 1, C, carries 0.185; number 2, C, carries 0.207; number 3, N, carries -0.516; number 4, O, carries -0.565; number 5, O, carries -0.205; number 6, I, carries 0.133; number 7, H, carries 0.367; number 8, H, carries 0.395

---

No. 3
Below is C33H39GeLuN2OS2Se as an isolated structure, with properties calculated with ωB97M-V with the def2-TZVPD basis set.

For the HOMO energy (alpha / beta), the calculation gives -13.27 / -13.27 eV. The gap between HOMO and LUMO (alpha / beta) comes out at 0.171 / 0.122 hartree.

Geometry as ORCA input:
```
! RIJCOSX wB97M-V def2-TZVPD def2/J DEFGRID3
* xyz 2 1
Lu 11.75889 14.08602 7.56820
S 7.37095 15.62573 6.57959
C 8.06651 16.75030 7.78054
C 7.56477 17.98682 8.20931
C 8.39746 18.78395 8.95966
C 9.55474 18.27853 9.56331
C 9.98589 16.96152 9.30329
C 9.30618 16.26645 8.28465
N 9.75187 15.10560 7.59134
C 8.76576 14.56125 6.82771
C 8.92461 13.32824 6.16524
C 7.88654 12.79701 5.40273
C 8.00391 11.59406 4.70945
C 9.24123 10.94173 4.73304
C 10.28549 11.48598 5.47440
C 10.19081 12.62552 6.27492
H 6.61912 18.34703 7.81396
H 8.02410 19.79935 9.17599
H 10.11821 18.85466 10.30204
H 10.81623 16.41636 9.75489
H 6.91593 13.29052 5.41623
H 7.17333 11.15901 4.19918
H 9.38672 9.96767 4.31111
H 11.19200 10.94941 5.49612
Se 13.39573 15.26925 9.35979
C 13.99499 16.91085 8.43500
C 13.16798 17.80417 7.76913
C 13.61974 19.08898 7.48174
N 14.80339 19.52875 7.82459
C 15.67070 18.64722 8.32400
C 15.32444 17.34765 8.62008
H 12.13339 17.50428 7.56627
H 12.97608 19.79530 6.94231
H 16.73451 19.00687 8.45992
H 15.96768 16.67829 9.21011
C 15.52841 8.81017 6.64043
C 15.36562 9.75705 7.84884
C 14.33500 9.33666 8.88815
C 13.49224 10.47170 9.56867
Ge 12.13284 11.19111 8.35666
C 10.55517 10.17717 9.18519
C 10.54894 8.64749 9.16800
C 9.65513 8.04035 8.02483
C 9.47171 6.48474 8.22895
H 16.46433 9.01765 6.10908
H 14.80506 8.91158 5.82952
H 15.51870 7.76910 6.92673
H 15.05643 10.74840 7.52858
H 16.32671 9.90602 8.34669
H 14.79110 8.70407 9.68390
H 13.59236 8.67618 8.42610
H 14.13721 11.28660 9.94230
H 12.87057 10.10838 10.37958
H 12.29360 10.23605 7.17672
H 9.67100 10.56905 8.66752
H 10.52938 10.58219 10.18461
H 10.24377 8.27237 10.15880
H 11.57831 8.32278 9.06236
H 10.08490 8.27969 7.04126
H 8.67423 8.54238 7.92364
H 10.42064 5.97613 8.21363
H 8.84934 6.11635 7.38767
H 9.05875 6.31886 9.19777
C 13.89926 14.79392 3.76943
S 13.61150 13.61923 5.01195
O 12.83388 14.64829 5.93669
C 15.24519 13.56770 5.55340
C 15.78289 14.65502 6.19399
C 17.04931 14.55730 6.78510
C 17.78427 13.37090 6.71622
C 17.25422 12.29975 6.03001
C 16.00158 12.42077 5.46046
H 14.22645 15.81697 4.07179
H 12.93835 14.89779 3.31618
H 14.61208 14.42904 3.00543
H 15.16116 15.52803 6.38748
H 17.51105 15.42880 7.23412
H 18.65840 13.24831 7.37641
H 17.79308 11.32691 6.04619
H 15.46793 11.53224 5.05079
*
```

Results of the Mulliken charge analysis, in e, for atoms 1 through 8: number 1, Lu, carries 0.820; number 2, S, carries -0.192; number 3, C, carries 0.559; number 4, C, carries -0.448; number 5, C, carries -0.587; number 6, C, carries -0.473; number 7, C, carries -0.646; number 8, C, carries 0.144

---

No. 4
Below is C12H36BBeF4O6S6 as an isolated structure, with properties calculated with ωB97M-V with the def2-TZVPD basis set.

For the HOMO energy, the calculation gives -10.47 eV. The gap between HOMO and LUMO comes out at 0.119 hartree.

Geometry as ORCA input:
```
! RIJCOSX wB97M-V def2-TZVPD def2/J DEFGRID3
* xyz 1 1
Be 7.39070 1.89067 6.78079
B 5.65128 -0.05590 7.94812
F 5.41821 0.21842 9.27314
F 5.06552 -1.22156 7.53784
F 5.29203 1.07403 7.16901
F 7.06495 -0.17398 7.74583
C 3.25012 -3.28144 5.97624
S 3.93042 -3.54434 4.31754
O 3.16875 -2.73035 3.33718
C 5.52094 -2.71541 4.66400
H 2.27283 -3.75356 6.05504
H 3.15260 -2.21060 6.15572
H 3.90039 -3.71779 6.73537
H 6.03392 -2.43848 3.73966
H 6.18097 -3.40958 5.17491
H 5.27283 -1.74733 5.09934
C 1.83612 0.59561 9.20334
S 0.86087 0.87597 7.69703
O -0.09679 1.95781 8.05778
C 2.15715 1.64259 6.71549
H 1.29264 0.17001 10.04710
H 2.28011 1.49667 9.62988
H 2.59893 -0.14697 8.95092
H 2.87536 0.84165 6.52385
H 2.58952 2.49016 7.24349
H 1.73863 1.88224 5.73930
C 3.95005 4.21724 4.73123
S 5.03137 4.71659 6.05443
O 6.06460 3.55673 6.06993
C 5.90726 6.15285 5.34011
H 3.20061 5.00968 4.62745
H 3.32005 3.35842 4.95182
H 4.49617 4.06966 3.80176
H 6.97940 6.04052 5.45343
H 5.47327 6.94434 5.94835
H 5.58806 6.21136 4.30256
C 7.16982 -3.32670 9.41219
S 7.81859 -4.58550 8.31053
O 6.66883 -5.39860 7.84612
C 8.32454 -3.50520 6.96399
H 7.61742 -2.33207 9.37707
H 6.74496 -3.66890 10.35302
H 6.21177 -3.01935 8.95143
H 9.23240 -2.94615 7.20046
H 7.51751 -2.76940 6.90704
H 8.47981 -3.99919 6.00984
C 5.02900 -1.06177 11.85086
S 4.25233 -1.70129 13.36817
O 4.91700 -0.89339 14.44051
C 2.60380 -0.95247 13.32291
H 5.09071 0.02063 11.87313
H 4.46128 -1.45991 11.00754
H 5.98534 -1.58292 11.83348
H 2.15285 -1.27011 14.26282
H 2.01687 -1.29450 12.47068
H 2.62404 0.13561 13.37972
C 10.34909 -0.38748 9.93781
S 9.40320 1.17095 9.86104
O 9.01161 1.34655 8.40426
C 8.03843 0.66953 10.92643
H 11.21705 -0.13240 9.33819
H 9.68171 -1.09162 9.44038
H 10.48200 -0.65513 10.98093
H 8.54568 0.59961 11.89158
H 7.56051 -0.26562 10.65269
H 7.36580 1.52277 10.98048
*
```

Results of the Mulliken charge analysis, in e, for atoms 1 through 8: number 1, Be, carries 1.166; number 2, B, carries 0.783; number 3, F, carries -0.176; number 4, F, carries -0.254; number 5, F, carries -0.351; number 6, F, carries -0.298; number 7, C, carries -0.430; number 8, S, carries 0.433

---

So what do the calculations give for F_max? Going down the list: 1.4 5.1 3.5 3.4 eV Å⁻¹.